(1)
Formula: C34H34N3O4P2RhS
Source: the Open Molecules 2025 dataset
Level of theory: ωB97M-V/def2-TZVPD

The value obtained for the largest force on an atom is 0.61 eV/Å. The lowest unoccupied orbital energy comes out at -8.229 eV. The relative energy (zero: lowest compared OMol25 entry of this formula, charge and spin) comes out at 0.00 kcal/mol. Its total charge is +2.

Positions of all 79 atoms, in Å:
Rh  0.7558  0.4798  -1.4088
C  -5.4925  -0.5728  3.8971
S  -5.1472  -1.3783  2.3230
C  -3.3460  -1.4554  2.4250
C  -2.8164  -2.1405  1.1723
C  -1.3005  -2.1791  1.0951
N  -0.6811  -0.8341  0.9023
P  -1.2585  0.2623  -0.2293
C  -2.6114  1.2381  0.3474
C  -3.8769  1.1229  -0.2381
C  -4.9226  1.8789  0.2582
C  -4.7111  2.7427  1.3246
C  -3.4552  2.8467  1.9145
C  -2.3990  2.0985  1.4313
C  -1.3547  -0.2445  -1.9117
C  -0.5291  -1.3023  -2.4046
C  -0.4467  -1.5292  -3.7916
C  -1.1597  -0.7426  -4.6546
C  -1.9643  0.3248  -4.1771
C  -2.0470  0.5914  -2.8484
P  0.9920  -0.3524  0.7860
C  1.0257  1.1832  1.7275
C  0.8834  1.1791  3.1158
C  0.8505  2.3802  3.8022
C  0.9805  3.5840  3.1127
C  1.1441  3.5940  1.7349
C  1.1660  2.3904  1.0441
C  2.1429  -1.3947  1.6941
C  3.3831  -0.7738  1.8979
C  4.3671  -1.4096  2.6311
C  4.1255  -2.6682  3.1703
C  2.9026  -3.2879  2.9686
C  1.9090  -2.6595  2.2289
H  -6.5684  -0.4179  3.9453
H  -4.9935  0.3945  3.9591
H  -5.1935  -1.2034  4.7324
H  -3.0536  -2.0288  3.3084
H  -2.9391  -0.4474  2.5267
H  -3.2363  -1.6786  0.2702
H  -3.1656  -3.1749  1.1539
H  -0.9848  -2.8425  0.2849
H  -0.9253  -2.5838  2.0289
H  -4.0578  0.4316  -1.0512
H  -5.9071  1.7801  -0.1775
H  -5.5334  3.3339  1.7056
H  -3.2995  3.5181  2.7482
H  -1.4208  2.1827  1.8911
H  -0.1001  -2.0309  -1.7282
H  0.1497  -2.3538  -4.1569
H  -1.1158  -0.9338  -5.7190
H  -2.4944  0.9472  -4.8852
H  -2.6113  1.4431  -2.4966
H  0.7953  0.2427  3.6555
H  0.7350  2.3830  4.8779
H  0.9648  4.5188  3.6574
H  1.2587  4.5284  1.2026
H  1.3032  2.4121  -0.0396
H  3.5724  0.2191  1.5029
H  5.3178  -0.9200  2.7937
H  4.8939  -3.1646  3.7478
H  2.7152  -4.2686  3.3844
H  0.9818  -3.1797  2.0735
C  4.2048  -1.4297  -1.1552
C  3.7005  -0.6487  -2.3140
N  2.5820  0.0612  -2.4003
C  2.5359  0.5924  -3.6757
C  3.6414  0.2088  -4.3633
N  4.3541  -0.5618  -3.4842
C  4.1722  0.3877  -5.7514
O  3.4450  1.0900  -6.5898
O  5.2172  -0.1388  -6.0209
C  1.3630  1.3997  -4.0517
O  1.2150  1.8659  -5.1640
O  0.5171  1.5662  -3.0674
H  3.3789  -1.8384  -0.5769
H  4.8105  -0.8038  -0.4978
H  4.8265  -2.2541  -1.5007
H  5.2372  -0.9908  -3.7356
H  2.6024  1.4155  -6.1882

These are the Löwdin partial charges, in e, on atoms 1 to 5: number 1, Rh, carries 0.8344; number 2, C, carries -0.3950; number 3, S, carries 0.8288; number 4, C, carries -0.5136; number 5, C, carries -0.2696

***

(2)
Formula: C8H9O5S
Source: the Open Molecules 2025 dataset
Level of theory: ωB97M-V/def2-TZVPD

The value obtained for the largest force on an atom is 4.00 eV/Å. The lowest unoccupied orbital energy comes out at -4.431 eV. Its total charge is +1.

Positions of all 23 atoms, in Å:
O  -1.4068  -3.4969  -3.1179
C  -0.3026  -3.7976  -3.2713
C  0.7020  -3.8232  -2.0905
S  1.0704  -2.1269  -1.5156
H  0.0357  -4.0687  -4.2879
H  0.3903  -4.4677  -1.2719
H  1.6496  -4.1712  -2.5061
H  1.0951  -1.4203  -2.6770
H  -0.0245  -1.6555  -0.8378
C  -0.9698  3.3037  1.7231
C  0.3648  3.3300  1.8629
C  1.1991  2.0981  1.6748
O  2.4045  2.1721  1.7907
C  0.5056  0.8502  1.3584
C  -0.8193  0.8255  1.2253
C  -1.6512  2.0602  1.3855
O  -2.8529  1.9682  1.2307
O  -1.4815  -0.3090  0.9413
O  1.0220  4.4419  2.1721
H  -1.5807  4.1856  1.8538
H  1.1099  -0.0411  1.2454
H  -2.4274  -0.0580  0.8991
H  1.9676  4.2006  2.2129

These are the natural (NBO) partial charges, in e, on atoms 1 to 5: number 1, O, carries -0.4258; number 2, C, carries 0.4037; number 3, C, carries -0.6179; number 4, S, carries 0.4311; number 5, H, carries 0.1583

***

(3)
Formula: C39H83F3N6O3S
Source: the Open Molecules 2025 dataset
Level of theory: ωB97M-V/def2-TZVPD

The value obtained for the largest force on an atom is 3.96 eV/Å. The multiplicity is 2. The lowest unoccupied orbital energy (spin up / spin down) comes out at -9.811 / -16.493 eV. The relative energy (zero: lowest compared OMol25 entry of this formula, charge and spin) comes out at 0.00 kcal/mol. Its total charge is +5.

Positions of all 135 atoms, in Å:
C  0.4470  1.0806  -0.7317
F  -0.7794  0.8399  -1.2510
F  1.1898  0.6221  -1.7698
F  0.5413  2.3575  -0.4312
S  0.7467  0.0360  0.8729
O  0.5101  -1.3952  0.5791
O  2.1089  0.2349  1.2452
O  -0.1519  0.6067  1.9038
C  0.3417  3.3362  -3.6646
C  0.2029  4.1238  -5.0308
N  -0.3211  3.3294  -6.2016
C  0.3833  2.5412  -7.0304
C  -0.5127  2.0327  -7.9077
N  -1.7587  2.4099  -7.5254
C  -1.5917  3.3406  -6.5929
C  -3.0159  1.8403  -7.9458
H  -0.5243  3.2712  -3.0058
H  1.0834  3.8119  -3.0230
H  0.5098  2.2666  -3.7898
H  1.1868  4.5108  -5.2958
H  -0.3516  4.9722  -4.6297
H  1.4550  2.4949  -6.9052
H  -0.5660  1.3486  -8.7417
H  -2.4046  3.9267  -6.1902
H  -2.8613  1.0665  -8.6977
H  -3.4690  2.6816  -8.4703
H  -3.5568  1.4414  -7.0876
C  -2.2056  -2.4047  -0.9534
C  -2.7419  -1.7422  0.2352
C  -2.5839  -2.6691  1.4821
N  -3.5266  -2.5148  2.7102
C  -5.0353  -2.7399  2.4209
C  -3.2644  -1.0738  3.1282
C  -3.6840  -1.1114  4.5191
C  -3.1791  -2.4973  5.0981
C  -3.2352  -3.4159  3.9137
H  -1.2645  -2.8882  -0.6914
H  -2.0015  -1.6922  -1.7526
H  -2.7503  -3.2586  -1.3562
H  -3.7942  -1.4905  0.1035
H  -2.2261  -0.8116  0.4722
H  -1.5542  -2.6830  1.8391
H  -2.6872  -3.6592  1.0379
H  -5.5092  -1.8985  1.9154
H  -5.5639  -2.9475  3.3513
H  -5.0656  -3.6658  1.8464
H  -3.8903  -0.3449  2.6133
H  -2.1907  -0.9544  2.9832
H  -4.7737  -1.1119  4.4930
H  -3.2606  -0.2198  4.9816
H  -3.8095  -2.9498  5.8634
H  -2.1176  -2.4251  5.3354
H  -3.9991  -4.1719  4.0956
H  -2.3190  -3.9147  3.5975
C  0.9533  -1.7758  4.7550
C  0.7892  -3.0287  3.9065
C  2.0643  -3.2387  3.0306
N  2.0437  -4.6544  2.3820
C  2.3184  -5.7211  3.5037
C  3.0718  -4.5772  1.2240
C  2.6974  -5.6713  0.1481
C  1.2667  -5.9951  0.5104
C  0.7653  -5.0278  1.5714
H  1.5327  -0.9701  4.3042
H  1.4794  -1.9228  5.6983
H  -0.0197  -1.3683  5.0291
H  -0.1419  -2.8775  3.3603
H  0.7001  -3.8894  4.5694
H  3.0377  -3.2676  3.5202
H  2.1059  -2.4680  2.2611
H  1.3557  -6.0700  3.8773
H  3.1057  -5.3345  4.1509
H  2.6792  -6.6475  3.0568
H  4.0440  -4.5990  1.7165
H  3.0046  -3.6607  0.6378
H  3.2761  -6.5836  0.2926
H  2.8327  -5.3756  -0.8923
H  1.0951  -7.0627  0.6480
H  0.4620  -5.7860  -0.1944
H  0.0539  -5.4087  2.3042
H  0.4244  -4.1205  1.0725
C  0.0378  4.8441  1.2644
C  -1.2683  4.7454  0.5757
C  -2.5571  4.8502  1.3718
N  -3.8588  4.7579  0.4994
C  -4.2289  6.1490  -0.0474
C  -3.8585  3.6881  -0.6115
C  -3.9339  2.3601  0.1057
C  -4.5680  2.7048  1.4445
C  -4.9529  4.1604  1.3128
H  0.2241  4.1103  2.0486
H  -0.0176  5.8171  1.7526
H  0.8795  4.8542  0.5720
H  -1.2155  3.7215  0.2058
H  -1.2991  5.2635  -0.3828
H  -2.6149  5.7284  2.0149
H  -2.5211  4.0466  2.1073
H  -3.5130  6.5323  -0.7745
H  -4.2758  6.7110  0.8854
H  -5.2113  6.0612  -0.5115
H  -4.8180  3.7725  -1.1218
H  -3.0668  3.7959  -1.3529
H  -4.5160  1.6410  -0.4707
H  -3.0457  1.7384  0.2182
H  -5.4970  2.1606  1.6142
H  -3.8264  2.4338  2.1960
H  -5.8470  4.2705  0.6991
H  -5.0945  4.7585  2.2129
C  2.7970  -2.3350  -1.9188
C  4.1807  -1.8454  -1.3650
C  4.2555  -0.2838  -1.5683
N  5.6237  0.3467  -1.3193
C  6.6356  -0.1495  -2.3916
C  6.1559  0.3273  0.1009
C  5.4924  1.5070  0.8309
C  5.6169  2.5149  -0.1830
C  5.5493  1.8791  -1.5354
H  2.8488  -1.9996  -2.9546
H  1.9968  -1.7223  -1.5037
H  2.6110  -3.4007  -1.7847
H  4.9161  -2.4271  -1.9208
H  4.1992  -1.9703  -0.2824
H  3.5965  0.2653  -0.8957
H  3.9921  -0.0198  -2.5925
H  6.1689  0.1197  -3.3391
H  6.7905  -1.2163  -2.2297
H  7.5612  0.4261  -2.3980
H  7.2403  0.4312  0.0647
H  5.8889  -0.6339  0.5402
H  6.0059  1.7993  1.7468
H  4.4741  1.1693  1.0235
H  6.4132  3.2388  -0.0101
H  4.6528  3.0223  -0.2184
H  6.4658  2.1604  -2.0541
H  4.7288  2.3485  -2.0780

These are the Löwdin partial charges, in e, on atoms 1 to 5: number 1, C, carries -0.5791; number 2, F, carries 0.1175; number 3, F, carries 0.1247; number 4, F, carries 0.1699; number 5, S, carries 0.5725

***

Number 1: M 745.6 g/mol. Number 2: M 217.2 g/mol. Number 3: M 773.2 g/mol.